Computed, not measured: a single C5H10N2 molecule in a non-equilibrium geometry, with wB97M-V/def2-TZVPD.

Kohn-Sham gap	10.65	eV
E_HOMO	-0.3594	hartree
DFT total energy	-8326.571	eV
energy relative to the best compared isomer or geometry (same formula, charge and spin)	73.5	kJ/mol
charge	0
E_LUMO	0.87	eV

```
17
Properties=species:S:1:pos:R:3:forces:R:3
H -1.3931 1.7962 1.5372 0.44 -0.09 -0.20
N -1.4747 0.8751 1.9661 -0.95 0.14 0.19
C -1.3003 -0.0945 1.1769 0.83 0.02 0.37
C -0.6151 -0.0886 -0.1531 0.60 0.14 -0.10
C -0.6036 1.2781 -0.8387 -0.07 -0.13 0.04
C 0.8882 -0.5207 0.1045 -1.64 -0.04 -0.41
C 1.4526 -1.4620 -0.9059 0.20 0.03 0.01
N 1.5648 -0.1229 1.0769 0.39 0.66 1.03
H 1.0453 0.4967 1.7343 0.24 -0.52 -0.63
H -1.4423 -1.0843 1.6047 -0.13 -0.20 0.01
H -1.0899 -0.8334 -0.7998 0.13 0.02 0.00
H -1.6200 1.6475 -0.9745 -0.01 0.03 -0.11
H -0.1148 1.2078 -1.8086 -0.04 0.04 -0.07
H -0.0499 2.0088 -0.2497 0.02 0.00 0.05
H 1.3151 -1.0666 -1.9116 0.00 -0.01 -0.10
H 0.9288 -2.4162 -0.8514 -0.06 -0.06 -0.03
H 2.5088 -1.6211 -0.7073 0.04 -0.02 -0.06
```
Positions in Å, forces in eV/Å.

Now the Mulliken charges, all in e: H 0.284; N -0.643; C -0.380; C 0.425; C -1.512; C 0.670; C -1.249; N -0.707; H 0.332; H 0.372; H 0.296; H 0.386; H 0.349; H 0.374; H 0.317; H 0.311; H 0.375

Computed, not measured: 2 unconnected molecules or ions with the total composition C3H7NO2 in a non-equilibrium geometry, with wB97M-V/def2-TZVPD.

Kohn-Sham gap	7.47	eV
E_HOMO	-0.3101	hartree
DFT total energy	-8804.671	eV
energy relative to the best compared isomer or geometry (same formula, charge and spin)	565.2	kJ/mol
charge	0
E_LUMO	-0.96	eV

```
13
Properties=species:S:1:pos:R:3:forces:R:3
C 0.4136 1.6321 -0.3537 0.52 -0.54 -0.30
C 1.3317 0.7385 0.0356 -0.14 0.58 1.22
N 1.3243 -0.5605 -0.4812 2.65 -1.31 -1.22
O 2.1786 -1.3573 -0.0443 -1.44 1.73 -0.10
H 0.3452 2.6037 0.1079 0.15 0.12 -0.01
H -0.2405 1.4249 -1.1858 -0.23 -0.14 0.11
H 2.0493 0.9307 0.8284 0.04 0.01 0.01
C -1.2828 -1.1671 -0.0258 3.01 -0.73 -1.30
O -1.7429 0.0147 0.5260 -0.22 0.70 0.44
H -1.8624 -1.3867 -0.9190 -0.25 -0.18 0.20
H -1.2096 -1.9990 0.6793 -0.43 -0.05 -0.02
H -0.0667 -1.0905 -0.4907 -3.55 -0.12 1.09
H -1.2378 0.2166 1.3232 -0.11 -0.07 -0.12
```
Positions in Å, forces in eV/Å.

Now the Mulliken charges, all in e: C -0.573; C -0.086; N 0.027; O -0.392; H 0.277; H 0.243; H 0.386; C -0.671; O -0.470; H 0.279; H 0.317; H 0.341; H 0.321

Computed, not measured: a gas-phase ion, C4H3O3 (charge -1) in a non-equilibrium geometry, with wB97M-V/def2-TZVPD.

Kohn-Sham gap	7.76	eV
E_HOMO	-0.1525	hartree
DFT total energy	-10337.186	eV
energy relative to the best compared isomer or geometry (same formula, charge and spin)	188.0	kJ/mol
charge	-1
E_LUMO	3.61	eV

```
10
Properties=species:S:1:pos:R:3:forces:R:3
O -2.0196 -0.5819 1.3003 0.10 0.88 0.00
C -1.6320 0.4662 0.7127 -1.64 -0.66 -0.44
O -2.2341 1.5410 0.4886 0.54 -0.31 0.42
C -0.3100 0.2572 0.0548 1.55 -1.34 1.12
C 0.6050 -0.5743 -0.3416 0.91 -1.28 -2.59
O 1.0732 -1.8513 -1.0398 -1.57 2.83 1.68
C 1.1508 0.7957 -0.0366 -0.86 -0.37 -1.93
H 0.2958 -2.4414 -1.0900 0.29 0.60 0.24
H 1.2009 1.6318 -0.8130 0.72 -1.19 0.90
H 1.8701 0.7571 0.7646 -0.04 0.83 0.60
```
Positions in Å, forces in eV/Å.

Now the Mulliken charges, all in e: O -0.704; C 0.423; O -0.707; C 0.257; C 0.165; O -0.522; C -0.626; H 0.321; H 0.156; H 0.237

Computed, not measured: a single C4H6Cl3N molecule in a non-equilibrium geometry, with wB97M-V/def2-TZVPD.

Kohn-Sham gap	10.17	eV
E_HOMO	-0.3682	hartree
DFT total energy	-43299.797	eV
energy relative to the best compared isomer or geometry (same formula, charge and spin)	187.8	kJ/mol
charge	0
E_LUMO	0.15	eV

```
14
Properties=species:S:1:pos:R:3:forces:R:3
N -2.9576 0.0133 -0.0079 2.51 -2.66 -0.43
C -2.0717 0.0785 1.2425 0.37 1.21 -2.97
C -0.5373 0.1686 0.7762 -2.10 0.67 0.02
C -0.1053 0.7661 -0.4960 -2.62 3.67 -2.37
Cl 0.6586 2.4158 -0.4936 0.44 -1.06 0.15
C 0.4049 -0.5438 -0.1325 1.39 -1.25 1.88
Cl -0.1143 -2.0119 -0.8517 0.15 -0.40 -0.74
Cl 2.1184 -0.6899 0.7044 -1.76 0.15 -1.41
H -2.4395 -0.8079 -0.6339 -2.07 3.00 1.59
H -2.8295 0.9351 -0.4687 -0.11 -1.11 0.07
H -2.4242 1.1068 1.6523 1.15 -2.11 0.29
H -2.1271 -0.8343 1.8484 -0.66 0.65 0.13
H 0.0805 0.5440 1.4965 1.18 1.01 2.36
H -0.9658 1.0086 -1.2852 2.14 -1.78 1.45
```
Positions in Å, forces in eV/Å.

Now the Mulliken charges, all in e: N -0.671; C -0.621; C -0.664; C -0.189; Cl -0.167; C 0.712; Cl -0.165; Cl -0.189; H 0.271; H 0.269; H 0.319; H 0.309; H 0.542; H 0.244

Computed, not measured: 12 unconnected molecules or ions with the total composition C5H33NO12 in a non-equilibrium geometry, with wB97M-V/def2-TZVPD.

Kohn-Sham gap	10.23	eV
E_HOMO	-0.3711	hartree
DFT total energy	-31779.209	eV
energy relative to the best compared isomer or geometry (same formula, charge and spin)	418.0	kJ/mol
charge	0
E_LUMO	0.13	eV

```
51
Properties=species:S:1:pos:R:3:forces:R:3
C -0.5678 -1.4975 -0.0018 -0.57 -0.17 0.03
C -1.9456 -0.7031 -0.1004 1.81 -1.95 0.77
C -2.2639 0.0521 1.2214 -1.70 0.80 -1.34
C -3.1619 1.2999 0.8518 0.51 -0.95 2.72
N -2.9908 -0.7121 2.2548 2.78 0.10 -0.10
C -2.1742 -1.3398 3.1551 -1.12 -1.08 -0.69
O -0.9686 -1.3533 3.0575 0.33 0.20 0.44
H -0.6959 -2.5834 0.2466 -0.25 1.01 -0.02
H -0.0958 -1.4981 -0.9737 0.23 0.07 -0.38
H 0.1239 -1.1067 0.7478 -0.10 0.20 -0.13
H -2.0329 -0.0327 -0.9264 0.91 0.95 -0.48
H -2.5337 -1.5078 -0.5379 -1.34 0.04 1.05
H -1.2710 0.4128 1.5963 -1.06 -0.57 0.07
H -2.5600 2.1515 1.0390 0.61 1.18 -0.39
H -3.9700 1.4506 1.6068 0.20 -0.37 -0.88
H -3.4948 1.2539 -0.1420 -0.80 0.07 -1.16
H -3.9717 -0.6005 2.3741 -0.43 -0.06 0.14
H -2.7155 -2.0049 3.8502 0.01 0.43 0.33
O 3.9437 -2.7046 -1.8847 0.03 2.81 -1.23
H 3.8754 -1.8610 -2.4296 0.14 -1.81 0.03
H 4.0043 -2.2062 -1.0620 0.11 -0.79 0.82
O -0.4859 0.3203 -4.0627 0.00 -0.34 -0.05
H -0.3925 0.7989 -4.8886 0.08 0.03 -0.08
H -0.7188 0.9880 -3.4077 -0.08 0.27 0.16
O 3.2496 0.3912 0.6745 -0.04 1.48 -0.06
H 4.1516 0.0321 0.7150 -0.71 0.05 0.14
H 3.2354 1.1447 1.2843 -0.01 -0.14 -0.40
O 4.0882 -1.6471 1.5262 0.40 -1.54 1.24
H 3.3957 -2.2896 1.3345 -0.08 -0.20 -0.51
H 4.0414 -1.6379 2.4959 0.32 0.20 -0.29
O -3.7397 0.4611 -3.8727 -0.17 0.14 0.52
H -2.9092 0.1871 -4.2689 0.20 -0.16 -0.06
H -3.4350 1.0348 -3.1394 -0.23 -0.26 -0.78
O -2.1654 2.2056 -2.5699 -0.44 -0.31 0.14
H -2.1210 2.1347 -1.6063 0.33 0.61 -0.29
H -1.9773 3.1092 -2.8594 0.01 -0.28 0.80
O 1.4638 0.7497 -1.4885 -0.23 0.11 -0.16
H 1.5771 0.4953 -0.5671 0.40 0.05 0.10
H 1.1148 -0.0360 -1.9127 -0.14 -0.03 -0.27
O 0.4024 2.9836 2.0834 1.03 0.07 -0.83
H -0.3687 2.4428 1.9398 -0.41 0.04 0.51
H 0.3622 3.5050 2.8811 -0.55 -0.14 0.33
O 0.0157 3.6377 -2.9286 -0.37 0.18 0.27
H 0.9606 3.7758 -2.8879 0.29 -0.02 -0.14
H -0.2574 3.6629 -3.8456 0.46 0.11 -0.35
O 2.3286 0.2944 4.6892 0.00 0.12 1.22
H 2.8262 0.6031 3.9304 -0.63 -0.61 -0.44
H 1.6600 -0.3935 4.5507 0.54 0.46 -0.86
O 2.1467 -3.6155 -0.1878 -0.48 -0.26 0.33
H 1.7373 -2.7990 -0.4810 -0.12 0.22 0.02
H 2.1164 -4.1527 -0.9896 0.34 0.03 0.17
```
Positions in Å, forces in eV/Å.

Now the Mulliken charges, all in e: C -1.497; C -0.072; C 0.850; C -1.613; N -0.174; C -0.201; O -0.452; H 0.331; H 0.546; H 0.428; H -0.402; H 0.305; H 0.171; H 0.219; H 0.463; H 0.528; H 0.230; H 0.347; O -0.630; H 0.325; H 0.314; O -0.622; H 0.292; H 0.354; O -0.494; H 0.323; H 0.213; O -0.602; H 0.296; H 0.267; O -0.645; H 0.339; H 0.383; O -0.586; H 0.242; H 0.223; O -0.558; H 0.230; H 0.335; O -0.637; H 0.356; H 0.285; O -0.583; H 0.276; H 0.298; O -0.625; H 0.294; H 0.331; O -0.619; H 0.324; H 0.297

Computed, not measured: a molecular structure, C29H55GdInOP in a non-equilibrium geometry, with wB97M-V/def2-TZVPD.

spin multiplicity	8
Kohn-Sham gap (spin up / spin down)	4.43 / 3.71	eV
E_HOMO (spin up / spin down)	-0.4518 / -0.4516	hartree
DFT total energy	-68285.698	eV
expectation value of S²	15.79
charge	+2
E_LUMO (spin up / spin down)	-7.86 / -8.58	eV

```
88
Properties=species:S:1:pos:R:3:forces:R:3
C -7.9882 0.2232 -2.7643 0.34 -0.19 0.27
C -7.5829 -1.2527 -2.8335 -0.19 0.49 0.51
C -6.1667 -1.4468 -2.2488 -0.56 -0.64 -0.06
C -5.2207 -2.3772 -3.0214 0.46 0.52 -0.11
C -5.2697 -2.2842 -4.5475 -0.65 0.11 0.17
C -5.1887 -0.8739 -5.1539 0.44 -0.44 -0.14
C -4.1884 0.0893 -4.5177 0.03 0.10 -0.41
C -2.7617 -0.4786 -4.3975 -0.17 0.85 0.23
C -1.6852 0.5937 -4.6758 0.09 -0.94 0.49
C -1.2263 1.2484 -3.3716 0.09 0.27 -0.75
C -0.3947 2.5252 -3.5674 -0.35 -0.11 0.66
C 0.8325 2.5469 -2.6556 -0.43 0.67 -0.96
C 1.4504 3.9431 -2.5427 0.27 0.02 0.82
C 2.7649 4.0279 -1.7012 -0.62 -0.10 -0.68
C 3.2754 2.6585 -1.3022 0.99 0.59 1.17
C 2.6845 2.1709 0.0425 0.48 -0.04 -0.80
C 2.4567 0.6762 -0.0014 0.00 0.41 1.75
C 3.5881 -0.2080 0.4689 0.44 -0.66 -0.79
C 3.2460 -1.6844 0.2047 -0.27 -0.28 0.28
C 2.5362 -2.3274 1.3813 -0.15 0.17 0.16
In 3.9718 -2.7538 3.0667 0.15 1.87 -0.31
C 3.4713 -1.4345 4.7669 0.27 -1.14 -0.02
C 3.2110 -2.1400 6.0867 -0.21 0.25 0.70
C 3.1850 -1.1942 7.3404 -0.09 0.23 -0.75
C 2.8362 0.2226 6.9498 -0.31 -0.16 0.24
C 1.4936 0.5179 6.6909 0.21 0.34 -0.07
C 1.1048 1.7886 6.2813 0.59 -0.42 0.02
C 2.0850 2.7651 6.1267 -0.06 0.22 -0.06
C 3.4204 2.4911 6.4010 -0.02 -0.37 0.01
C 3.8036 1.2147 6.8098 -0.63 -0.09 -0.10
P 3.8340 -5.2730 3.7292 -0.15 -0.62 0.33
O 2.4236 -5.5272 4.1584 -0.22 0.11 -0.02
H -7.4485 0.8176 -3.4995 -0.17 0.11 -0.22
H -7.6878 0.6126 -1.7914 -0.06 0.06 0.14
H -9.0620 0.3655 -2.8305 -0.07 0.09 -0.34
H -8.3090 -1.7771 -2.2159 0.03 -0.35 -0.03
H -7.6945 -1.6434 -3.8399 0.07 0.00 -0.14
H -5.7294 -0.4709 -2.0587 0.22 0.14 -0.22
H -6.2978 -1.8897 -1.2620 0.11 0.07 0.18
H -4.2029 -2.1295 -2.7110 0.10 -0.10 0.18
H -5.3764 -3.4089 -2.7131 -0.12 -0.13 -0.08
H -6.2248 -2.7055 -4.8594 -0.01 -0.12 -0.21
H -4.5206 -2.9345 -4.9943 0.23 -0.05 0.10
H -4.8668 -0.9987 -6.1898 -0.08 -0.02 -0.15
H -6.1787 -0.4329 -5.2223 -0.09 0.21 0.24
H -4.5541 0.4782 -3.5707 0.05 -0.09 0.20
H -4.1269 0.9524 -5.1818 -0.13 0.15 -0.04
H -2.6106 -0.7864 -3.3626 0.07 -0.51 -0.02
H -2.6302 -1.3326 -5.0557 -0.04 -0.11 -0.06
H -2.0443 1.3333 -5.3836 0.03 0.12 -0.14
H -0.8306 0.0658 -5.1102 0.21 0.28 -0.32
H -0.6097 0.5173 -2.8259 -0.08 -0.22 0.22
H -2.1107 1.4423 -2.7696 0.06 0.06 0.30
H -0.9999 3.3849 -3.2852 -0.09 0.13 -0.20
H -0.1121 2.6471 -4.6093 0.11 0.08 -0.12
H 0.5356 2.1435 -1.6878 0.26 -0.11 0.16
H 1.5653 1.8801 -3.1659 0.07 -0.28 0.05
H 0.7125 4.5705 -2.0475 -0.21 0.02 -0.06
H 1.5940 4.3929 -3.5195 0.04 -0.17 -0.25
H 2.5755 4.5859 -0.7888 0.00 0.04 0.14
H 3.5126 4.6031 -2.2372 0.13 -0.09 -0.17
H 3.1281 1.9274 -2.1191 0.09 0.13 0.02
H 4.3538 2.7194 -1.1572 0.14 -0.11 -0.24
H 1.7879 2.7159 0.3193 -0.23 -0.03 -0.21
H 3.4183 2.4037 0.8103 -0.01 -0.05 0.21
H 1.5863 0.4414 0.6094 -0.32 -0.37 -0.39
H 2.2399 0.4124 -1.0415 -0.99 0.46 0.80
H 3.7436 -0.0605 1.5339 0.10 0.11 0.12
H 4.5344 0.0318 -0.0298 0.06 0.28 0.05
H 2.5162 -1.7244 -0.6838 0.23 -0.07 -0.12
H 4.1229 -2.2712 -0.0627 0.09 0.06 -0.30
H 1.8571 -1.5813 1.8017 -0.15 -0.07 0.14
H 1.9145 -3.1779 1.1138 0.11 -0.17 -0.12
H 5.5817 -2.3629 2.4294 -0.16 -0.50 -0.07
H 4.3483 -0.7982 4.8547 0.09 0.19 -0.20
H 2.6133 -0.8665 4.4249 -0.09 0.24 0.05
H 3.9634 -2.9007 6.2945 0.07 -0.12 -0.11
H 2.2515 -2.6532 6.0573 -0.07 -0.13 -0.18
H 4.1419 -1.2227 7.8538 0.10 0.01 0.06
H 2.4133 -1.5537 8.0126 0.07 -0.14 0.28
H 0.7490 -0.2584 6.8064 -0.06 -0.07 0.07
H 0.0630 1.9814 6.0785 -0.08 0.19 0.00
H 1.8070 3.7571 5.7953 -0.02 0.05 0.06
H 4.1687 3.2620 6.2993 0.03 0.14 -0.03
H 4.8316 0.9561 7.0177 0.16 0.18 0.04
H 4.1850 -6.0246 2.5885 0.24 0.03 0.11
H 4.7762 -5.5021 4.7506 0.14 -0.05 -0.18
Gd 2.6343 -0.3805 -2.7717 0.11 -0.46 -0.78
```
Positions in Å, forces in eV/Å.

Now the Mulliken charges, all in e: C -1.261; C -0.316; C -0.755; C -0.595; C -0.938; C -0.919; C -0.504; C -0.534; C -0.973; C -0.236; C -1.036; C 0.850; C -1.039; C -1.177; C 0.064; C -1.152; C -0.122; C -0.705; C 0.321; C -1.741; In 0.799; C -0.674; C -0.675; C -1.345; C 0.489; C -0.201; C -0.700; C -0.439; C -0.691; C -0.234; P 0.336; O -0.408; H 0.244; H 0.324; H 0.392; H 0.419; H 0.238; H 0.325; H 0.478; H 0.137; H 0.437; H 0.390; H 0.439; H 0.419; H 0.352; H 0.134; H 0.607; H 0.141; H 0.472; H 0.424; H 0.191; H 0.215; H 0.313; H 0.468; H 0.485; H 0.273; H -0.520; H 0.422; H 0.367; H 0.365; H 0.350; H -0.180; H 0.555; H 0.600; H 0.510; H 0.271; H -0.149; H 0.365; H 0.300; H -0.199; H 0.289; H 0.290; H 0.515; H -0.290; H 0.409; H 0.435; H 0.312; H 0.322; H 0.430; H 0.360; H 0.396; H 0.434; H 0.412; H 0.419; H 0.430; H 0.129; H 0.146; Gd 1.697